[1]
# C22H18Cl2N5O3SSeV

C22H18Cl2N5O3SSeV as an isolated structure (ωB97M-V/def2-TZVPD, the Open Molecules 2025 dataset).

Summary:
multiplicity	3
E	-163615.486	eV

```
53
Properties=species:S:1:pos:R:3:forces:R:3
V 0.14665 0.42489 0.25949 -0.87 0.10 -0.47
O -1.76340 -3.38406 -0.70341 -0.10 -0.13 -0.12
C -1.60995 -3.89057 0.53716 0.07 0.05 0.23
C -1.93288 -5.23363 0.72625 0.00 0.00 -0.12
C -1.78641 -5.81978 1.96517 -0.03 0.06 -0.05
C -1.31492 -5.07868 3.04655 0.00 -0.05 0.09
C -0.99917 -3.74956 2.87272 0.00 -0.01 -0.08
C -1.14945 -3.13159 1.62660 -0.07 -0.06 -0.31
C -0.83148 -1.70659 1.48087 -0.04 0.42 1.11
O -0.92308 -1.11259 0.30496 -0.69 -0.83 -0.39
N -0.50598 -1.01134 2.53769 -0.11 -0.85 0.27
N -0.26292 0.27891 2.16460 -0.27 0.61 1.41
C -0.39978 1.21616 3.03915 0.06 -0.49 -0.02
C -0.46531 2.59715 2.64389 -0.05 0.27 -0.50
C -0.43298 3.62600 3.59678 0.03 -0.14 -0.04
C -0.65508 4.93375 3.23718 0.01 0.15 0.05
C -0.95489 5.24349 1.90822 0.06 -0.05 0.07
C -0.98862 4.25688 0.94971 -0.03 -0.23 -0.15
C -0.72255 2.91750 1.28063 -0.17 0.47 0.95
O -0.73655 1.99271 0.34726 -0.90 1.85 -0.58
H -1.49610 -2.44937 -0.67970 0.06 0.08 0.03
H -2.29439 -5.79134 -0.12755 0.01 -0.02 0.01
H -2.04336 -6.86362 2.09140 0.01 -0.01 0.01
H -1.20142 -5.54598 4.01522 0.03 0.02 0.00
H -0.62024 -3.15299 3.68985 -0.02 0.00 0.02
H -0.55490 0.93914 4.08014 -0.06 -0.02 -0.01
H -0.22391 3.37423 4.62995 -0.03 -0.03 0.01
H -0.60839 5.71950 3.97892 -0.03 -0.02 0.01
H -1.16056 6.26924 1.63036 0.01 0.00 -0.02
H -1.22907 4.48016 -0.08221 0.04 0.02 0.00
Cl 3.09911 1.31742 2.70865 -0.07 0.05 -0.12
C 3.50943 2.06099 1.16727 0.04 -0.14 0.12
Cl 2.09504 2.32163 0.09192 0.47 0.36 0.20
H 4.21259 1.41778 0.65067 -0.09 -0.02 -0.04
H 3.93234 3.03582 1.37646 -0.05 0.04 -0.15
N 1.32910 0.24443 -6.71842 0.02 -0.12 0.36
C 0.18059 0.44952 -6.05076 -0.39 0.25 -1.01
S -1.17535 0.91768 -6.87272 0.15 -0.08 0.22
C 0.20210 0.32054 -4.58011 0.18 -0.04 0.98
C 1.38876 0.21581 -3.84907 -0.23 0.07 -0.41
C 1.35386 0.24026 -2.47156 0.14 -0.14 0.15
N 0.22383 0.34332 -1.76325 0.00 0.02 -2.00
C -0.92264 0.37830 -2.46040 -0.06 0.04 0.20
C -0.97741 0.36986 -3.83567 0.10 -0.03 -0.36
H 1.31126 0.36847 -7.71591 0.02 -0.06 -0.02
H 2.14422 -0.15879 -6.29155 0.00 0.00 -0.03
H 2.35092 0.14165 -4.33554 0.04 0.07 0.09
H 2.27002 0.16114 -1.90386 -0.03 0.03 0.06
H -1.83248 0.42478 -1.87431 0.01 0.04 0.00
H -1.92586 0.41917 -4.34874 -0.04 0.03 0.02
Se 3.06618 -3.08106 1.02624 0.42 -0.72 0.19
C 2.22687 -1.62674 0.64147 -0.27 0.93 -0.31
N 1.65859 -0.63000 0.36138 2.71 -1.76 0.41
```
Forces are in eV/Å.

---

[2]
# C22H18F2N

A 2-piece molecular cluster, C22H18F2N overall (ωB97M-V/def2-TZVPD, the Open Molecules 2025 dataset).

Summary:
charge	+1
multiplicity	1
E	-30023.922	eV
ΔE to the lowest compared entry with this formula, charge and spin	88.3	kJ/mol

```
43
Properties=species:S:1:pos:R:3:forces:R:3
C -4.42937 1.70806 1.16383 -0.38 -0.14 0.02
C -3.00510 2.17189 1.16450 0.58 -0.43 -0.03
C -1.97728 1.22052 1.16951 -0.21 0.40 -0.06
C -0.64836 1.64296 1.17260 0.29 0.95 -0.03
C -0.36540 3.04276 1.16163 0.05 -0.77 0.04
N 1.01434 3.18198 1.16381 0.13 -0.07 -0.05
C 1.61375 1.93638 1.17257 -1.04 -0.41 0.03
C 0.61697 0.97074 1.18424 0.58 0.32 -0.16
C -1.37650 3.99694 1.15813 -0.39 0.04 -0.01
C -2.70129 3.54825 1.16024 0.58 -0.09 -0.01
H -5.11477 2.55977 1.16121 0.02 -0.19 -0.01
H -4.64678 1.08701 0.28539 0.01 0.17 0.10
H -4.64892 1.09103 2.04415 0.02 0.17 -0.11
H -2.18694 0.14999 1.16847 -0.17 0.20 0.05
H 1.50474 4.06618 1.16224 -0.13 -0.31 0.02
H 2.69427 1.82254 1.18298 -0.33 0.12 0.03
H 0.72312 -0.10615 1.21096 0.27 0.16 0.07
H -1.12343 5.05546 1.15495 -0.20 -0.15 0.00
H -3.53159 4.25690 1.15795 0.34 -0.12 0.01
F 6.39764 -1.41042 -0.24201 -1.85 0.10 -0.49
C 5.07325 -1.35511 -0.57992 1.36 0.10 0.12
C 4.68211 -0.51881 -1.62780 -0.26 -0.06 0.01
C 3.33519 -0.47475 -1.95195 -0.24 -0.07 0.13
C 2.34972 -1.24966 -1.25578 0.74 0.20 0.03
C 0.99528 -1.10430 -1.65868 0.04 -0.58 0.24
C -0.18168 -1.77364 -1.22659 -0.65 -0.02 0.03
C -1.40836 -1.45619 -1.89685 0.21 0.05 0.09
C -2.61856 -2.03492 -1.54816 0.26 0.04 0.00
C -2.62085 -2.95547 -0.49817 -1.35 -0.41 0.13
F -3.80685 -3.52989 -0.13125 1.66 0.82 -0.53
C -1.46954 -3.31930 0.19298 0.64 0.20 -0.07
C -0.26742 -2.73027 -0.17477 -0.41 -0.20 0.12
C 2.83202 -2.08854 -0.21033 0.41 0.02 0.08
C 4.17590 -2.14443 0.13291 -0.60 -0.06 -0.07
H 5.41813 0.07449 -2.16805 -0.17 -0.19 0.18
H 2.99503 0.16940 -2.76336 0.17 -0.11 0.19
H 0.83948 -0.39773 -2.47455 0.01 -0.05 0.16
H -1.36994 -0.73108 -2.71025 -0.11 -0.16 0.19
H -3.54115 -1.78761 -2.07147 0.24 -0.09 0.19
H -1.50598 -4.04925 1.00059 -0.10 0.21 -0.24
H 0.61338 -3.02802 0.37346 -0.46 -0.01 -0.06
H 2.15542 -2.71292 0.35305 0.42 0.18 -0.07
H 4.51631 -2.79482 0.93757 0.00 0.23 -0.25
```
Forces are in eV/Å.

---

[3]
# C22H18F3N3O4S

An isolated molecule of C22H18F3N3O4S (ωB97M-V/def2-TZVPD, the Open Molecules 2025 dataset).

Summary:
multiplicity	1
E	-54754.021	eV
ΔE to the lowest compared entry with this formula, charge and spin	35.2	kJ/mol
SMILES	COc1cc2ncn(-c3cc(OCc4ccccc4C(F)(F)F)c(C(N)=O)s3)c2cc1OC

```
51
Properties=species:S:1:pos:R:3:forces:R:3
C -6.85607 -2.74093 0.94483 -0.22 -0.34 0.25
H -7.91895 -2.96410 0.84904 0.07 0.01 0.04
O -6.61825 -1.70347 0.01982 0.21 0.08 -0.24
C -5.44931 -1.00089 0.01031 -0.06 0.25 -0.07
C -5.52305 0.19634 -0.68592 0.18 -0.23 0.18
C -4.39451 0.99250 -0.79588 0.73 -0.50 0.46
C -3.18617 0.58378 -0.19805 -0.79 -0.15 -0.15
C -3.09784 -0.59920 0.51476 0.14 -0.14 0.11
C -4.22517 -1.40267 0.60996 0.03 -0.06 0.06
O -4.20883 -2.60570 1.26744 -0.26 0.27 -0.27
C -3.01177 -3.03985 1.86313 0.16 -0.07 0.09
H -2.21293 -3.16231 1.12474 -0.02 0.02 0.02
H -2.68012 -2.35688 2.65204 0.00 -0.01 -0.04
H -3.24426 -4.00851 2.30345 0.08 0.06 -0.01
H -2.17718 -0.88613 0.99123 0.06 -0.10 0.07
N -2.28142 1.59750 -0.47041 -0.44 0.00 -0.12
C -0.95358 1.68362 -0.13107 1.09 0.24 0.17
C -0.07129 0.68262 0.13488 -0.32 0.04 -0.02
C 1.23354 1.14915 0.45161 0.16 0.51 -0.07
C 1.34362 2.52484 0.42426 -0.37 -0.37 -0.11
C 2.44043 3.42367 0.80543 0.09 -0.04 0.07
O 3.32397 3.11792 1.58742 0.07 0.03 0.10
N 2.39430 4.65478 0.23950 0.02 0.41 -0.11
H 1.65098 4.94282 -0.37096 0.11 0.00 -0.08
H 3.06660 5.33796 0.54447 -0.04 -0.03 0.03
S -0.19504 3.24112 -0.01400 -0.04 -0.43 0.22
O 2.16316 0.20870 0.67994 -0.33 0.08 0.29
C 3.53872 0.51223 0.52954 0.62 0.32 0.06
C 4.29952 -0.78151 0.43095 -0.16 -0.09 -0.05
C 5.41414 -0.97042 1.23932 -0.14 0.09 -0.08
C 6.14461 -2.14349 1.19416 0.04 -0.08 -0.04
C 5.76118 -3.16411 0.34138 0.04 0.02 0.07
C 4.65683 -2.99714 -0.47250 -0.13 0.13 -0.05
C 3.93234 -1.81015 -0.44014 0.06 -0.07 -0.05
C 2.74418 -1.70272 -1.35995 -0.35 -0.14 -0.32
F 1.58310 -2.02904 -0.76139 -0.07 -0.12 0.19
F 2.56890 -0.48502 -1.89682 0.17 0.26 0.06
F 2.84765 -2.53870 -2.41025 0.21 -0.20 -0.05
H 4.35571 -3.78687 -1.14348 -0.01 -0.03 -0.05
H 6.31719 -4.08788 0.30725 0.06 -0.09 0.00
H 7.00713 -2.26420 1.83160 0.08 -0.01 0.06
H 5.70552 -0.17906 1.91293 0.02 0.09 0.10
H 3.89609 1.10148 1.38124 -0.10 -0.21 -0.26
H 3.68892 1.11397 -0.37877 -0.10 -0.06 0.15
H -0.28508 -0.36643 0.07162 -0.08 -0.20 -0.05
C -2.99112 2.53348 -1.19477 -0.16 0.07 -0.12
N -4.22032 2.21207 -1.40785 -0.21 0.52 -0.30
H -2.52547 3.43551 -1.54258 0.18 0.17 -0.09
H -6.45951 0.48713 -1.12967 -0.16 0.03 -0.05
H -6.27504 -3.63578 0.71332 -0.09 0.10 0.05
H -6.64326 -2.42652 1.96895 -0.02 -0.02 -0.05
```
Forces are in eV/Å.

---

[4]
# C22H18FeN2O8

C22H18FeN2O8 as an isolated structure (ωB97M-V/def2-TZVPD, the Open Molecules 2025 dataset).

Summary:
charge	-1
multiplicity	6
E	-76856.534	eV

```
51
Properties=species:S:1:pos:R:3:forces:R:3
Fe 0.30404 0.26081 -0.39487 -0.71 -0.76 0.50
O 4.03984 -2.32039 -0.60727 -0.12 0.21 -0.30
C 4.05284 -2.80989 0.63343 -0.07 -0.03 0.43
C 4.96414 -3.82899 0.92813 -0.01 0.00 -0.13
C 5.01264 -4.38649 2.18673 -0.04 0.06 -0.08
C 4.16174 -3.93309 3.18723 -0.03 -0.05 0.24
C 3.27034 -2.91659 2.91903 0.02 -0.04 -0.07
C 3.19844 -2.34159 1.65213 0.17 -0.14 -0.36
C 2.23434 -1.26639 1.36523 -0.92 0.64 1.39
O 2.17194 -0.77009 0.19443 -1.17 0.91 -1.58
N 1.50564 -0.81969 2.37453 0.64 -0.74 0.89
N 0.65724 0.16221 2.05563 -0.53 0.27 -1.92
C 0.07884 0.84701 2.97953 0.41 -0.44 0.23
C -0.72536 2.00431 2.73603 -0.21 0.33 -0.74
C -1.40056 2.59941 3.80883 -0.04 0.08 -0.02
C -2.17406 3.72591 3.65173 -0.02 -0.05 0.19
C -2.30646 4.29351 2.38293 0.05 -0.04 0.02
C -1.64966 3.75011 1.31013 0.19 -0.21 -0.26
C -0.81956 2.59991 1.43113 -0.69 0.16 1.41
O -0.19366 2.15891 0.41143 1.03 -1.72 -2.00
H 3.30734 -1.65149 -0.66017 0.25 -0.24 -0.01
H 5.60964 -4.17649 0.13503 0.04 -0.01 -0.08
H 5.70814 -5.18819 2.39313 0.07 -0.04 -0.01
H 4.19494 -4.38109 4.16993 0.00 -0.01 0.07
H 2.59844 -2.54509 3.67673 -0.04 0.03 0.06
H 0.22984 0.56931 4.03033 0.12 -0.12 -0.23
H -1.30916 2.14451 4.78553 0.04 -0.05 0.12
H -2.67806 4.16541 4.50043 -0.05 -0.01 0.05
H -2.93556 5.16441 2.24983 0.01 0.04 -0.05
H -1.74896 4.17081 0.32033 0.02 0.06 -0.10
O -2.47616 -2.74119 -1.33237 0.21 -0.07 0.42
C -1.97856 -1.63129 -1.32477 -1.32 0.11 -2.34
O -1.26046 -1.11849 -0.41447 2.47 1.52 1.79
C -2.34346 -0.67139 -2.51267 -0.04 -0.49 0.86
C -2.63966 0.74721 -1.99507 -0.96 -0.32 0.01
C -3.43896 1.49221 -3.08437 0.00 0.06 0.30
C -2.32336 1.82811 -4.08947 0.30 0.06 0.09
C -1.11516 1.15721 -3.41057 0.14 -0.03 -1.00
O -1.37176 1.38461 -2.03307 0.50 0.15 0.58
C -1.22806 -0.37129 -3.53617 1.04 -0.15 0.08
C 0.16944 -1.02839 -3.21687 -2.11 -0.42 -1.44
O 0.45674 -2.04419 -3.82667 0.32 0.03 0.16
O 0.88624 -0.38849 -2.39777 1.05 1.26 2.78
H -3.20856 -1.12809 -2.99617 0.06 0.10 0.07
H -3.05346 0.79721 -0.98757 0.07 0.01 -0.09
H -3.90346 2.39031 -2.68027 -0.03 0.04 0.00
H -4.21436 0.85761 -3.50797 -0.07 0.00 0.03
H -2.16236 2.90461 -4.15877 -0.02 -0.02 -0.05
H -2.50456 1.43161 -5.08677 0.03 0.00 -0.03
H -0.13706 1.55481 -3.67927 -0.12 0.00 0.05
H -1.51206 -0.70369 -4.53597 0.06 0.08 0.08
```
Forces are in eV/Å.